Record 1
This record from OMol25 describes C30H46BN7O2S3Ti as an isolated structure. The level of theory is ωB97M-V/def2-TZVPD.

Last column: Löwdin charge in e.
Element x y z (Å)
Ti -2.38627 0.31851 -2.26870  0.5634
C 1.11491 -3.41732 -3.90314  -0.0804
C 1.21120 -2.56465 -2.67644  -0.2882
C 2.28069 -2.73867 -1.75954  0.0183
C 2.41050 -1.85491 -0.69624  -0.2459
N 1.52985 -0.90842 -0.43273  0.1561
N 0.42420 -0.82214 -1.26472  0.0035
B -0.37854 0.32963 -0.83976  -0.6244
N -1.38224 0.17798 0.33267  -0.0047
N -1.21636 -0.94234 1.04783  0.1869
C -2.07806 -1.21899 1.98631  -0.1978
C -3.17859 -0.36175 2.24518  0.0751
C -3.34725 0.78384 1.53028  -0.2331
C -4.50690 1.70423 1.70709  -0.0482
C -2.38403 1.07377 0.51539  -0.6105
S -2.48932 2.39833 -0.54078  0.8024
C -1.80032 -2.48862 2.77879  -0.5421
C -1.39350 -3.60532 1.81196  -0.0412
C -0.64408 -2.19328 3.74341  -0.0322
C -3.02356 -2.93875 3.57605  -0.0605
N 0.37787 1.66367 -0.75964  -0.0263
N 0.94192 1.93955 0.41370  0.2004
C 1.69297 3.00216 0.50891  -0.1960
C 1.93884 3.81534 -0.62377  0.0755
C 1.33592 3.54833 -1.81774  -0.2326
C 1.53568 4.37454 -3.04293  -0.0584
C 0.44948 2.43353 -1.85416  -0.6288
S -0.53017 2.03427 -3.17562  0.7300
C 2.26932 3.25470 1.89381  -0.5431
C 3.07529 2.02588 2.32761  -0.0420
C 3.17270 4.48544 1.91874  -0.0629
C 1.09498 3.46907 2.85836  -0.0398
C 0.30605 -1.56780 -2.42446  -0.5581
S -0.95353 -1.14866 -3.57363  0.6831
C 3.61131 -1.83545 0.25015  -0.5406
C 4.34882 -0.50378 0.05150  -0.0476
C 3.11632 -1.92714 1.69532  -0.0515
C 4.58021 -2.98367 -0.02051  -0.0696
H 1.91467 -4.15670 -3.91358  0.0731
H 0.15794 -3.94050 -3.94693  0.0757
H 1.19084 -2.81846 -4.81318  0.0736
H 3.01491 -3.50788 -1.94187  0.0944
H -3.90255 -0.63692 2.99863  0.1169
H -5.14825 1.36473 2.51871  0.0845
H -4.16508 2.71854 1.91717  0.0834
H -5.08016 1.74984 0.77898  0.0887
H -0.53033 -3.31310 1.21754  0.0755
H -1.13942 -4.50114 2.38172  0.0867
H -2.20856 -3.85167 1.12966  0.0881
H 0.22680 -1.83352 3.19583  0.0719
H -0.92531 -1.44014 4.48244  0.0880
H -0.36549 -3.10390 4.27665  0.0883
H -3.88068 -3.13161 2.92801  0.0937
H -2.78741 -3.86687 4.09778  0.0886
H -3.31584 -2.21054 4.33432  0.0794
H 2.61171 4.65767 -0.54454  0.1155
H 2.28129 5.14881 -2.87086  0.0824
H 1.85323 3.74691 -3.87667  0.0847
H 0.59553 4.84063 -3.34274  0.0847
H 3.91692 1.84810 1.65561  0.0750
H 3.47037 2.18221 3.33306  0.0905
H 2.45298 1.13167 2.32963  0.0697
H 4.03406 4.37302 1.25720  0.0881
H 2.63507 5.39281 1.63695  0.0869
H 3.55399 4.63226 2.92992  0.0878
H 0.44536 2.59467 2.87004  0.0776
H 1.47223 3.63719 3.86895  0.0863
H 0.49664 4.33446 2.56768  0.0892
H 3.67498 0.33528 0.23211  0.0464
H 5.19475 -0.43363 0.73923  0.0862
H 4.72938 -0.42235 -0.96876  0.0897
H 2.43207 -1.10795 1.90835  0.0524
H 2.58699 -2.86649 1.87009  0.0850
H 3.96032 -1.87490 2.38698  0.0851
H 4.99668 -2.93316 -1.02765  0.0825
H 5.41152 -2.92853 0.68452  0.0836
H 4.10004 -3.95630 0.10371  0.0866
N -3.20083 0.66291 -4.33498  -0.0692
C -4.61342 0.25712 -4.34284  -0.1166
C -5.20429 0.52658 -2.95438  -0.5988
O -6.39048 0.55530 -2.74256  0.0926
O -4.27234 0.70770 -2.05436  -0.2218
H -3.12130 1.66900 -4.46636  0.0955
H -2.67257 0.22555 -5.08400  0.0747
H -4.66080 -0.81979 -4.51729  0.1350
H -5.20140 0.75208 -5.11614  0.1274
C -2.84677 -1.55710 -1.40888  -0.2147
H -3.32272 -2.11179 -2.22291  0.0136
H -3.58042 -1.39178 -0.61181  0.0234
H -2.00118 -2.13938 -1.04672  0.0043

Calculated values
- expectation value of S² = 2.0290
- energy (a.u.) = -3773.50171
- relative energy (zero: lowest compared OMol25 entry of this formula, charge and spin) (kcal per mole) = 19.8
- spin multiplicity = 3
- LUMO (spin up / spin down) (eV) = -0.313 / -1.339
- orbital gap (spin up / spin down) (eV) = 4.9919 / 6.1240
- HOMO level (spin up / spin down) (Ha) = -0.19493 / -0.27426

=====

Record 2
This record from OMol25 describes C33H42AsBaN7O2SSi2 as an isolated structure. The level of theory is ωB97M-V/def2-TZVPD.

Last column: Löwdin charge in e.
Element x y z (Å)
Ba -1.13300 -0.56687 0.55800  1.6123
C 2.52251 0.71059 4.63547  -0.0322
C 2.23309 1.70815 3.55138  -0.3316
C 2.09854 3.06599 3.83737  -0.0327
C 1.84956 3.94472 2.80285  -0.0623
C 1.73326 3.45104 1.51518  -0.0307
C 1.88812 2.08611 1.31696  -0.2496
N 2.13671 1.23627 2.31243  0.1637
C 1.73380 1.48233 -0.04189  -0.2187
C 1.71383 2.26538 -1.19800  0.0049
C 1.45384 1.65779 -2.41248  -0.0332
C 1.25945 0.28690 -2.46200  -0.0238
C 1.36824 -0.43559 -1.28005  -0.2973
N 1.58358 0.15929 -0.10265  0.0643
C 1.21181 -1.92269 -1.27161  -0.2560
C 1.49713 -2.67121 -2.40398  -0.0031
C 1.35639 -4.04818 -2.34689  -0.0324
C 0.93263 -4.63444 -1.17225  -0.0152
C 0.64419 -3.81968 -0.08196  -0.3285
C 0.06768 -4.39437 1.17753  -0.0188
N 0.79208 -2.49798 -0.13658  0.0289
H 2.13918 1.04646 5.59855  0.0673
H 3.60039 0.56278 4.73229  0.0824
H 2.07563 -0.24876 4.38280  0.0775
H 2.17369 3.41429 4.85930  0.1158
H 1.72351 5.00201 2.99598  0.1103
H 1.48031 4.11572 0.70242  0.1003
H 1.87724 3.33105 -1.14457  0.1096
H 1.38664 2.24653 -3.31792  0.1144
H 1.01614 -0.19788 -3.39679  0.1065
H 1.84843 -2.19594 -3.30831  0.1130
H 1.56995 -4.65181 -3.21885  0.1157
H 0.79203 -5.70349 -1.09578  0.1215
H 0.47300 -5.38373 1.38475  0.0834
H -1.01541 -4.48990 1.06248  0.0845
H 0.27447 -3.74407 2.02661  0.0804
N -8.43030 -3.00459 -3.41702  0.0984
C -7.14036 -2.95783 -2.91203  -0.3193
C -6.85562 -2.20207 -1.76969  -0.0247
C -5.56392 -2.11608 -1.29263  -0.0498
C -4.54072 -2.78858 -1.94849  -0.2966
C -4.80552 -3.53814 -3.08586  -0.0583
C -6.09939 -3.62271 -3.56427  -0.0278
S -2.88730 -2.63032 -1.38882  0.5486
O -2.93013 -2.49679 0.08290  -0.5338
O -2.11684 -3.73454 -1.89373  -0.2948
N -2.39866 -1.16974 -1.79859  -0.2591
C -2.11143 -0.76519 -3.06088  -0.4804
N -2.16647 -1.61357 -4.10546  0.1368
C -1.83751 -1.12633 -5.29126  -0.1369
C -1.44607 0.18840 -5.49279  -0.0695
C -1.43160 0.98264 -4.35777  -0.1644
N -1.75042 0.53347 -3.15568  0.1156
H -9.16878 -2.78881 -2.76869  0.0894
H -8.64367 -3.78311 -4.01749  0.0890
H -7.65642 -1.68024 -1.25972  0.1123
H -5.34346 -1.53450 -0.40730  0.1112
H -3.99291 -4.04650 -3.58616  0.1106
H -6.31090 -4.20499 -4.45319  0.1105
H -1.89437 -1.82269 -6.12285  0.1075
H -1.18952 0.57172 -6.46877  0.0930
H -1.16138 2.03372 -4.41743  0.1078
C -1.67659 4.68744 4.56994  -0.2274
Si -2.16803 2.86375 4.59518  0.0992
C -3.93212 2.77341 5.24308  -0.2343
C -1.08081 1.98943 5.86059  -0.2418
As -1.80781 1.79906 2.59440  0.4969
Si -3.06702 2.96504 1.04687  0.0960
C -3.84673 1.75942 -0.18444  -0.2625
C -4.46450 4.01045 1.75086  -0.2318
C -1.98131 4.11973 0.01555  -0.2395
H -1.50077 5.05687 5.58478  0.0240
H -2.46127 5.30418 4.12661  0.0113
H -0.76644 4.83462 3.98710  -0.0023
H -3.99631 3.22376 6.23835  0.0256
H -4.25550 1.73310 5.31475  0.0232
H -4.62973 3.29579 4.58790  0.0023
H -1.17953 2.45520 6.84508  0.0278
H -0.03071 2.02492 5.56424  -0.0129
H -1.36696 0.93918 5.95004  0.0241
H -4.41087 0.97766 0.33074  0.0177
H -3.12240 1.28327 -0.85492  -0.0336
H -4.54103 2.29246 -0.84186  0.0337
H -5.21062 3.38866 2.24810  0.0218
H -4.96118 4.56553 0.94983  0.0262
H -4.08959 4.73315 2.47822  0.0073
H -1.22585 3.54423 -0.52913  0.0038
H -1.45983 4.82881 0.66325  0.0158
H -2.56635 4.68489 -0.71656  0.0236

Calculated values
- energy (a.u.) = -5055.11174
- relative energy (zero: lowest compared OMol25 entry of this formula, charge and spin) (kcal per mole) = 15.9
- LUMO (eV) = -0.316
- orbital gap (eV) = 5.6775
- HOMO level (Ha) = -0.22026

=====

Record 3
This record from OMol25 describes C60H58AsCl2N6O10STi as an isolated structure. The level of theory is ωB97M-V/def2-TZVPD.

Last column: Löwdin charge in e.
Element x y z (Å)
Ti -0.58261 -0.63584 0.27506  1.1288
C -1.04835 0.31822 -4.31070  -0.0383
C -0.28432 -0.95810 -4.49051  -0.2050
C 0.42723 -1.14753 -5.66798  -0.0836
C 1.12493 -2.31901 -5.90675  -0.1117
C 1.09074 -3.31405 -4.94768  -0.0730
C 0.38482 -3.16103 -3.75799  -0.1957
C 0.32737 -4.33644 -2.82081  -0.0480
C -0.30990 -1.96554 -3.50313  -0.1831
N -1.03562 -1.78896 -2.30264  0.0920
C -2.34445 -1.75324 -2.43094  -0.5262
O -3.02181 -1.94496 -3.45856  -0.0068
C -3.13582 -1.48680 -1.15686  -0.1744
C -4.52388 -1.52361 -1.24065  0.0125
C -5.28916 -1.26539 -0.11924  -0.0120
C -4.64374 -1.02187 1.08612  0.0272
C -3.26644 -1.03269 1.10517  -0.1711
N -2.52662 -1.24175 0.00525  0.0280
C -2.48717 -0.92503 2.38957  -0.4720
O -3.05274 -0.88167 3.47086  0.0867
N -1.16619 -0.97720 2.15863  -0.0061
C -0.30715 -1.03053 3.29295  -0.1646
C 0.05754 -2.28308 3.81320  -0.1860
C -0.74840 -3.50613 3.48456  -0.0216
C 1.09094 -2.35870 4.73865  -0.0520
C 1.66840 -1.20803 5.24829  -0.0923
C 1.13666 0.02051 4.89450  -0.0655
C 0.15334 0.13365 3.91900  -0.1960
C -0.45696 1.47640 3.62307  -0.0084
H -0.71777 1.07597 -5.02317  0.0847
H -0.93132 0.68826 -3.29706  0.0405
H -2.10856 0.12916 -4.47279  0.0599
H 0.42340 -0.35799 -6.41153  0.1032
H 1.66679 -2.46063 -6.83352  0.0918
H 1.60220 -4.25198 -5.13407  0.1001
H -0.66455 -4.42348 -2.38594  0.0329
H 0.54715 -5.25715 -3.36249  0.0755
H 1.04964 -4.24658 -2.00642  0.0739
H -4.95345 -1.76194 -2.20054  0.1150
H -6.36938 -1.26520 -0.17945  0.1139
H -5.17338 -0.83913 2.00946  0.1230
H -1.24796 -3.39896 2.52726  0.0405
H -1.52251 -3.61537 4.24899  0.0976
H -0.13835 -4.40867 3.47830  0.0762
H 1.42538 -3.33317 5.07614  0.1097
H 2.48821 -1.27435 5.95538  0.0945
H 1.46403 0.91792 5.40617  0.0998
H -1.23969 1.67946 4.35753  0.0978
H -0.91732 1.50238 2.63777  0.0623
H 0.28319 2.27484 3.68925  0.0785
O 3.13090 3.51240 4.63251  0.1074
C 3.29324 3.34293 3.30186  -0.4854
O 3.35152 4.28189 2.56873  0.1506
C 3.45868 1.92664 2.86874  -0.0820
C 4.47906 1.08756 3.24535  -0.5925
Cl 5.77327 1.39114 4.31443  0.7905
N 4.34611 -0.06875 2.55226  -0.0548
N 3.25660 -0.02962 1.77672  0.1923
C 2.70722 1.15637 1.94867  -0.1486
C 1.43676 1.49211 1.20642  -0.5451
O 1.18292 2.64046 0.92945  0.1278
O 0.70505 0.46559 0.87588  -0.1931
C 5.19348 -1.20446 2.48927  -0.1955
C 5.69352 -1.80301 3.63582  -0.0388
C 6.44304 -2.96374 3.51838  -0.0794
C 6.68582 -3.52163 2.27260  -0.0887
C 6.19073 -2.90972 1.12974  -0.0679
C 5.44408 -1.75032 1.23461  -0.0072
H 3.07240 2.66670 5.09102  0.0910
H 5.47241 -1.39367 4.61087  0.0934
H 6.82429 -3.44737 4.40803  0.1035
H 7.25216 -4.44022 2.19277  0.1013
H 6.37515 -3.34505 0.15715  0.1079
H 5.00960 -1.27867 0.36345  0.0944
C 3.19156 -0.21175 -3.40042  -0.2895
As 2.43136 0.44202 -1.68459  1.2556
C 1.72502 2.11852 -2.41872  -0.2785
C 4.20782 1.17025 -1.00923  -0.3119
C 4.79102 2.29278 -1.78905  -0.3137
C 5.68060 2.06628 -2.83830  -0.0679
C 6.20027 3.12236 -3.57160  -0.0975
C 5.84213 4.42705 -3.26723  -0.1092
C 4.97091 4.66581 -2.21274  -0.0861
C 4.44999 3.61132 -1.48122  -0.0549
H 3.66254 0.58893 -3.97137  0.0165
H 2.39284 -0.65130 -3.99647  -0.0128
H 3.93012 -0.99298 -3.20876  0.0199
H 2.47225 2.65115 -3.00583  0.0252
H 1.38127 2.75148 -1.60064  0.0183
H 0.87456 1.87822 -3.05395  0.0023
H 4.88897 0.31616 -0.98139  0.0520
H 4.02842 1.49938 0.01055  0.0398
H 5.97628 1.04985 -3.07102  0.1059
H 6.89194 2.92416 -4.38120  0.0957
H 6.24423 5.25103 -3.84307  0.0926
H 4.69707 5.68095 -1.95374  0.1006
H 3.77771 3.80036 -0.65157  0.1162
Cl -1.65083 -4.24211 -0.02225  0.8042
C -0.08717 -4.65016 0.58947  -0.6192
C 0.14956 -5.95551 0.97914  -0.1206
C 1.35021 -6.28637 1.58339  -0.1061
C 2.25919 -5.28078 1.86165  -0.0951
C 2.00776 -3.98032 1.46471  -0.0483
C 0.86400 -3.61404 0.74238  -0.2960
C 0.79734 -2.26054 0.12581  -0.1720
H -0.60671 -6.70864 0.80562  0.1011
H 1.56272 -7.31465 1.84386  0.0958
H 3.18131 -5.51338 2.37994  0.0970
H 2.71117 -3.20317 1.71512  0.1005
H 1.75882 -1.77338 0.26999  0.0189
H 0.60116 -2.36696 -0.94398  0.0253
C -4.27881 -2.55688 -7.33550  -0.0411
C -4.76773 -1.31929 -6.64851  -0.2641
C -4.05531 -0.12991 -6.76839  -0.0315
C -4.37519 0.96814 -5.99253  -0.0585
C -5.41422 0.86665 -5.08295  -0.2920
C -6.19209 -0.27537 -5.01008  -0.0510
C -5.87294 -1.36036 -5.80501  -0.0300
S -5.75025 2.20738 -3.98688  0.6461
O -6.14975 3.35747 -4.75484  -0.3076
O -6.65078 1.75341 -2.95684  -0.3098
N -4.26429 2.63155 -3.32624  -0.1235
C -3.75289 1.76025 -2.25100  -0.2111
C -2.55161 2.42940 -1.56601  -0.0523
C -1.78764 1.45012 -0.66714  -0.5848
O -2.07294 1.38701 0.53504  0.0322
O -0.91532 0.66971 -1.18298  -0.1415
H -3.80735 -2.32822 -8.29043  0.0769
H -5.07892 -3.28046 -7.48507  0.0749
H -3.52644 -3.00765 -6.68253  0.0942
H -3.20250 -0.09080 -7.43482  0.1177
H -3.81670 1.89257 -6.05534  0.1193
H -7.01600 -0.30483 -4.30946  0.1118
H -6.45129 -2.27225 -5.72689  0.1141
H -4.37678 3.58962 -3.00588  0.1071
H -3.46265 0.81611 -2.71468  0.1022
H -4.53434 1.54935 -1.51339  0.1170
H -2.90554 3.23706 -0.92547  0.1253
H -1.88066 2.81282 -2.33662  0.1222

Calculated values
- energy (a.u.) = -7806.25215
- LUMO (eV) = 1.700
- orbital gap (eV) = 7.2535
- HOMO level (Ha) = -0.20410
- charge = -1

=====

Question: Among the records above, which one has the highest energy?
Answer: C30H46BN7O2S3Ti

=====

Question: What is the formula in the second record?
Answer: C33H42AsBaN7O2SSi2